# 1
Below is 2 unconnected molecules or ions with the total composition C5H14, with properties calculated with wB97M-V/def2-TZVPD.

Geometry as XYZ:
```
19
Properties=species:S:1:pos:R:3:forces:R:3
C -0.91804 -0.35892 -0.85247 3.68 2.70 -0.04
C 1.96435 1.13147 2.02383 -1.50 -1.34 4.27
C -1.80891 0.76876 -1.49081 0.09 2.06 1.83
C 2.03002 0.02019 0.93369 0.53 -0.26 2.34
C -1.44301 -1.75629 -1.01243 -0.59 -2.09 -2.45
H 3.07500 0.09058 0.51051 -1.59 -0.48 -0.28
H -2.22730 -2.00186 -0.31828 -0.28 0.03 0.57
H 0.21159 -0.23661 -1.33828 -2.94 -0.56 0.80
H -0.71061 -2.62899 -0.99900 -0.54 1.44 0.31
H 0.99882 1.15346 2.70122 0.95 -0.52 -1.82
H 2.01849 2.18561 1.81616 0.62 0.20 -0.94
H -1.64727 1.75921 -0.89734 -0.62 -1.78 -0.30
H -1.60237 1.24458 -2.44293 0.63 -1.11 -0.78
H -2.88879 0.55386 -1.51688 0.38 -0.10 0.37
H -0.60948 0.01211 0.26456 -1.51 -1.41 -2.41
H 2.61342 0.91624 2.95053 -0.03 0.35 -1.77
H 1.13992 0.10316 0.35646 0.40 0.59 -1.43
H 1.79032 -1.02131 1.36999 1.10 1.50 -0.17
H -1.98615 -1.93524 -2.05855 1.22 0.78 1.91
```
Forces are in eV/Å.

LUMO = 1.0 eV
Gap between HOMO and LUMO = 11.73 eV
HOMO energy = -10.68 eV
Max |F| = 4.72 eV Å⁻¹
Calculated total energy = -198.8082 Eh

What are the natural (NBO) partial charges on each atom? They are as follows, in elementary charge units: number 1, C, carries -0.410; number 2, C, carries -0.634; number 3, C, carries -0.633; number 4, C, carries -0.633; number 5, C, carries -0.630; number 6, H, carries 0.220; number 7, H, carries 0.211; number 8, H, carries 0.201; number 9, H, carries 0.221; number 10, H, carries 0.197; number 11, H, carries 0.213; number 12, H, carries 0.207; number 13, H, carries 0.219; number 14, H, carries 0.208; number 15, H, carries 0.205; number 16, H, carries 0.205; number 17, H, carries 0.217; number 18, H, carries 0.208; number 19, H, carries 0.206

---

# 2
Below is 2 unconnected molecules or ions with the total composition C5H14, with properties calculated with wB97M-V/def2-TZVPD.

Geometry as XYZ:
```
19
Properties=species:S:1:pos:R:3:forces:R:3
C 2.68025 -0.78875 -1.27715 -0.58 0.10 1.92
C 0.28532 0.02815 -1.05632 -4.50 0.40 -1.46
C -2.22755 -0.27251 2.17336 1.67 0.25 2.90
C 1.51305 -0.04717 -1.91863 2.38 3.01 -2.25
C -1.76194 0.99406 1.46719 0.10 -0.93 -0.09
H -0.79490 1.05974 0.98860 -0.06 -0.49 0.05
H -1.77544 1.71855 2.22371 0.30 1.31 1.08
H 3.55739 -0.70327 -1.91383 0.19 -0.54 0.44
H -0.58937 -0.50215 -1.60910 1.18 0.91 0.39
H -3.00622 0.17933 2.84835 0.55 -1.21 -0.23
H 1.44480 -0.33079 -3.00628 -0.95 -0.80 1.21
H -2.65663 -1.10359 1.65708 -0.16 -0.23 -0.85
H 0.27937 -0.64052 -0.23306 0.78 -0.36 1.23
H 2.83720 -0.44509 -0.23811 0.66 1.53 -0.59
H -2.54001 1.29540 0.82025 -0.68 0.44 -1.23
H 1.95166 1.03859 -2.29810 -1.01 -1.97 1.84
H -1.35105 -0.72039 2.84273 -1.92 0.94 -1.19
H -0.31325 0.99425 -0.69617 2.31 -1.65 -1.23
H 2.46735 -1.75385 -0.77453 -0.23 -0.70 -1.94
```
Forces are in eV/Å.

LUMO = 1.1 eV
Gap between HOMO and LUMO = 11.13 eV
HOMO energy = -10.06 eV
Max |F| = 4.75 eV Å⁻¹
Calculated total energy = -198.8050 Eh

What are the natural (NBO) partial charges on each atom? They are as follows, in elementary charge units: number 1, C, carries -0.629; number 2, C, carries -0.649; number 3, C, carries -0.601; number 4, C, carries -0.418; number 5, C, carries -0.609; number 6, H, carries 0.205; number 7, H, carries 0.201; number 8, H, carries 0.218; number 9, H, carries 0.213; number 10, H, carries 0.204; number 11, H, carries 0.213; number 12, H, carries 0.206; number 13, H, carries 0.211; number 14, H, carries 0.206; number 15, H, carries 0.200; number 16, H, carries 0.192; number 17, H, carries 0.195; number 18, H, carries 0.229; number 19, H, carries 0.213

---

# 3
Below is 2 unconnected molecules or ions with the total composition C5H14, with properties calculated with wB97M-V/def2-TZVPD.

Geometry as XYZ:
```
19
Properties=species:S:1:pos:R:3:forces:R:3
C -0.50984 0.96042 -0.79796 0.67 0.60 -2.61
C -1.13732 0.03598 -1.90931 -0.08 0.59 2.33
C 1.38502 0.22627 2.59020 -3.82 3.78 0.10
C -0.10441 -0.40790 -2.92195 -1.71 2.91 -2.95
C 0.31872 -0.85616 2.84003 0.48 0.25 2.76
H 1.86425 -0.06174 1.67140 0.40 0.49 -0.34
H 0.69893 1.21546 2.50811 1.78 -1.72 -0.87
H 0.40552 1.50221 -1.31678 -1.90 -0.75 1.41
H -0.53996 -0.80029 3.58068 1.54 0.82 -0.11
H -1.36328 1.63912 -0.66664 0.98 0.36 1.06
H 0.69958 0.40474 -3.05692 -0.91 -1.60 0.40
H -1.64199 -0.80342 -1.42288 0.50 -0.44 0.05
H 0.96781 -1.63140 3.15411 -0.19 -1.85 0.22
H 0.20677 -1.36077 -2.63390 1.19 -1.35 0.15
H -2.03351 0.62979 -2.07212 0.18 0.00 -1.99
H -0.18049 0.43032 0.07062 0.15 -0.01 0.63
H 2.07008 0.64861 3.33511 0.00 -1.34 0.28
H -0.60938 -0.45919 -3.96500 0.93 -0.30 1.51
H -0.25739 -1.10512 2.00820 -0.19 -0.44 -2.04
```
Forces are in eV/Å.

LUMO = 1.1 eV
Gap between HOMO and LUMO = 11.81 eV
HOMO energy = -10.75 eV
Max |F| = 5.38 eV Å⁻¹
Calculated total energy = -198.8115 Eh

What are the natural (NBO) partial charges on each atom? They are as follows, in elementary charge units: number 1, C, carries -0.598; number 2, C, carries -0.417; number 3, C, carries -0.618; number 4, C, carries -0.611; number 5, C, carries -0.619; number 6, H, carries 0.211; number 7, H, carries 0.192; number 8, H, carries 0.193; number 9, H, carries 0.206; number 10, H, carries 0.206; number 11, H, carries 0.206; number 12, H, carries 0.194; number 13, H, carries 0.202; number 14, H, carries 0.213; number 15, H, carries 0.202; number 16, H, carries 0.203; number 17, H, carries 0.222; number 18, H, carries 0.208; number 19, H, carries 0.205

---

# 4
Below is 2 unconnected molecules or ions with the total composition C5H14, with properties calculated with wB97M-V/def2-TZVPD.

Geometry as XYZ:
```
19
Properties=species:S:1:pos:R:3:forces:R:3
C 0.71455 -0.82379 1.92563 0.56 1.22 -1.40
C -2.04156 -0.21826 -2.20661 -0.04 0.96 2.83
C 0.42419 0.85270 -1.91250 -0.67 -2.39 -1.02
C -1.01771 0.59728 -1.31708 1.51 -0.76 -0.01
C 1.53388 -0.32912 3.09547 0.68 0.82 -0.12
H 2.17757 0.54885 2.84500 -0.68 -0.54 0.33
H 1.19755 -0.39732 0.93133 -1.05 -1.56 1.77
H -1.40948 1.58129 -1.07203 -0.18 -0.11 0.28
H 0.61649 -1.93243 2.01331 -0.18 0.98 -0.71
H 2.17298 -1.10050 3.44375 0.91 -0.66 0.34
H -0.23687 -0.28771 2.04198 -0.14 -0.67 -0.57
H 0.57588 1.83735 -2.21698 0.06 1.76 -0.61
H -2.01496 -1.26678 -1.76632 -0.64 1.24 -1.09
H -3.03522 0.34888 -2.12551 1.15 -1.47 -0.12
H 1.21169 0.62886 -1.22360 0.31 -0.06 0.85
H -0.76815 0.02637 -0.38564 -0.89 0.64 -0.56
H -1.69629 -0.15453 -3.20059 0.16 -0.36 -1.29
H 0.71905 0.20065 -2.79118 -0.78 0.56 0.72
H 0.87641 -0.11180 3.92157 -0.08 0.41 0.39
```
Forces are in eV/Å.

LUMO = 1.1 eV
Gap between HOMO and LUMO = 12.36 eV
HOMO energy = -11.26 eV
Max |F| = 2.99 eV Å⁻¹
Calculated total energy = -198.8477 Eh

What are the natural (NBO) partial charges on each atom? They are as follows, in elementary charge units: number 1, C, carries -0.616; number 2, C, carries -0.615; number 3, C, carries -0.611; number 4, C, carries -0.403; number 5, C, carries -0.608; number 6, H, carries 0.203; number 7, H, carries 0.203; number 8, H, carries 0.197; number 9, H, carries 0.213; number 10, H, carries 0.199; number 11, H, carries 0.206; number 12, H, carries 0.202; number 13, H, carries 0.214; number 14, H, carries 0.211; number 15, H, carries 0.201; number 16, H, carries 0.202; number 17, H, carries 0.204; number 18, H, carries 0.197; number 19, H, carries 0.200

---

# 5
Below is 2 unconnected molecules or ions with the total composition C5H14, with properties calculated with wB97M-V/def2-TZVPD.

Geometry as XYZ:
```
19
Properties=species:S:1:pos:R:3:forces:R:3
C -1.09277 0.21042 -2.27376 3.55 2.30 3.11
C -1.77439 0.31153 0.18957 0.31 0.40 1.17
C 1.92894 -0.12462 1.91571 -1.47 -2.60 -1.76
C 1.72141 -1.28952 0.93984 -2.91 4.85 -1.67
C -0.87678 0.95542 -0.86991 1.33 0.84 0.02
H -1.01495 -0.80645 -2.07923 -0.39 -1.94 -0.15
H 0.14986 0.98176 -0.36610 -0.73 -0.68 -1.59
H 1.36501 0.61417 1.47194 -1.22 2.19 -0.20
H 1.76560 -0.91020 -0.11114 0.19 -0.03 0.62
H -0.96687 2.07441 -1.09687 -0.68 -1.38 0.71
H -1.34016 0.11731 1.24385 -0.43 0.70 -1.74
H -0.22845 0.52895 -2.82302 0.36 -0.09 -0.90
H 1.60199 -0.39042 2.85074 -1.77 -0.61 2.27
H 0.69756 -1.63010 0.98091 -0.31 -0.30 0.43
H -2.05439 -0.65888 -0.18411 -0.33 -0.42 0.01
H 2.33591 -2.03592 0.94174 3.71 -4.56 0.61
H -1.93192 0.60443 -2.70834 -2.31 0.35 -1.07
H 2.83644 0.20707 2.19611 3.76 1.05 -0.30
H -2.65405 0.92449 0.27481 -0.68 -0.06 0.42
```
Forces are in eV/Å.

LUMO = 1.2 eV
Gap between HOMO and LUMO = 11.90 eV
HOMO energy = -10.73 eV
Max |F| = 5.91 eV Å⁻¹
Calculated total energy = -198.8214 Eh

What are the natural (NBO) partial charges on each atom? They are as follows, in elementary charge units: number 1, C, carries -0.600; number 2, C, carries -0.624; number 3, C, carries -0.606; number 4, C, carries -0.583; number 5, C, carries -0.400; number 6, H, carries 0.200; number 7, H, carries 0.196; number 8, H, carries 0.200; number 9, H, carries 0.191; number 10, H, carries 0.197; number 11, H, carries 0.207; number 12, H, carries 0.206; number 13, H, carries 0.199; number 14, H, carries 0.200; number 15, H, carries 0.201; number 16, H, carries 0.193; number 17, H, carries 0.206; number 18, H, carries 0.205; number 19, H, carries 0.209

---

# 6
Below is 2 unconnected molecules or ions with the total composition C5H14, with properties calculated with wB97M-V/def2-TZVPD.

Geometry as XYZ:
```
19
Properties=species:S:1:pos:R:3:forces:R:3
C 0.93098 -0.48731 -2.18425 -0.11 -0.39 -1.16
C 1.09716 0.73362 -1.30678 0.24 -0.38 0.11
C -2.40620 -0.49637 1.17072 -0.05 0.44 0.31
C 1.87317 0.48147 -0.00437 -0.50 0.01 -1.06
C -1.21405 -0.04875 2.00654 0.95 -1.02 1.16
H 0.50766 -0.24715 -3.16660 -0.01 0.36 0.10
H -3.14645 -0.92866 1.83463 -0.14 -0.43 -0.08
H 2.86592 0.08570 -0.21550 0.14 0.22 0.00
H -1.05294 -0.61543 2.94123 -1.11 0.13 0.11
H 1.91775 1.46299 0.45831 0.26 -0.25 0.72
H -2.16985 -1.16698 0.35424 0.05 -0.25 0.00
H -1.30964 0.98292 2.28724 0.22 0.52 0.10
H -2.91614 0.37272 0.75459 0.17 0.04 -0.24
H -0.19451 -0.26891 1.69235 -0.26 0.58 -1.24
H 1.64340 1.50455 -1.85031 -0.14 0.09 -0.19
H 1.87938 -0.96641 -2.44742 0.03 -0.04 0.39
H 0.23488 -1.24719 -1.82328 0.23 0.02 0.52
H 0.10551 1.12303 -1.07546 0.00 0.19 0.09
H 1.35396 -0.27385 0.57413 0.03 0.17 0.39
```
Forces are in eV/Å.

LUMO = 1.2 eV
Gap between HOMO and LUMO = 12.31 eV
HOMO energy = -11.16 eV
Max |F| = 1.81 eV Å⁻¹
Calculated total energy = -198.8703 Eh

What are the natural (NBO) partial charges on each atom? They are as follows, in elementary charge units: number 1, C, carries -0.613; number 2, C, carries -0.392; number 3, C, carries -0.617; number 4, C, carries -0.598; number 5, C, carries -0.628; number 6, H, carries 0.207; number 7, H, carries 0.208; number 8, H, carries 0.200; number 9, H, carries 0.204; number 10, H, carries 0.209; number 11, H, carries 0.208; number 12, H, carries 0.207; number 13, H, carries 0.205; number 14, H, carries 0.212; number 15, H, carries 0.193; number 16, H, carries 0.200; number 17, H, carries 0.203; number 18, H, carries 0.196; number 19, H, carries 0.196